The following is a quantum chemistry calculation of a cluster of 2 separate species, C3H6NO3 in total at a distorted geometry, from the Open Molecules 2025 dataset.

The value obtained for the orbital gap (alpha / beta) is 6.726 / 9.965 eV. The value obtained for the energy relative to the best compared isomer or geometry (same formula, charge and spin) is 22.1 kcal per mole. As for the charge: +1. The LUMO energy (alpha / beta) is -3.69 / -7.15 eV. As for the spin multiplicity: 3.

Last column: Löwdin charge in e.
Positions of all 13 atoms, in Å:
C -0.44561 -1.42134 2.47300  -0.40
C 0.79697 1.00520 0.33543  0.12
C 0.45840 -0.24284 0.01487  -0.36
N -1.01964 -0.24377 -0.64985  0.28
O -1.45420 -1.04778 2.01226  0.19
O 0.54273 -1.61243 3.01207  0.27
O 0.87578 -1.48861 0.16568  0.12
H 1.56871 1.31023 0.92860  0.06
H 0.03167 1.74983 0.06567  0.10
H -1.22694 0.62297 -1.09100  0.14
H -1.61768 -0.63218 0.02464  0.10
H -0.77156 -0.84437 -1.46103  0.19
H 1.83732 -1.51962 0.42694  0.19

Cartesian forces (eV/Å) of the 6 atoms listed first:
-1.31 1.36 0.48
0.39 7.87 1.00
-4.84 -6.66 -4.29
5.18 -1.95 -1.17
0.17 -0.68 -0.31
1.00 -0.80 0.26

=====

The following is a quantum chemistry calculation of a cluster of 3 separate species, C22H31O16P2 in total at a distorted geometry, from the Open Molecules 2025 dataset.

The value obtained for the orbital gap is 4.867 eV. As for the charge: -1. The LUMO energy is 0.00 eV.

Last column: Löwdin charge in e.
Positions of all 71 atoms, in Å:
C 2.35390 -3.30035 2.90064  -0.05
C 2.53033 -2.17218 3.77282  -0.17
C 3.27254 -0.81140 3.33963  -0.15
C 2.41991 0.14635 2.35593  -0.33
O 1.68976 0.99690 3.32126  -0.35
P 0.60662 1.93246 2.33315  0.52
O -0.20967 3.23082 1.45794  -0.35
C -1.03802 1.12369 2.95059  -0.24
O -2.10512 2.13020 2.77560  -0.24
C -3.33081 1.63941 3.36988  -0.18
C -4.24662 0.76036 2.32853  -0.17
O -4.82569 -0.31642 3.13630  -0.23
C -5.18358 -1.46501 2.30942  -0.25
C -6.79220 -1.35940 2.05510  -0.10
O 0.46194 0.72759 1.04197  -0.41
C 1.23366 -0.47535 1.44448  -0.30
P 1.62950 -1.22330 -0.24777  0.75
O 2.18230 -2.66314 -0.21503  -0.37
O 2.73977 -0.27860 -1.17291  -0.20
O 0.17566 -1.29043 -1.21226  -0.22
H 1.38124 -3.90257 3.00335  0.06
H 3.13104 -3.55865 2.07765  0.07
H 2.14816 -2.28695 4.85770  0.09
H 4.34951 -0.97888 2.91985  0.12
H 3.43686 -0.20446 4.32205  0.11
H 3.21602 0.64767 1.69647  0.14
H 0.59709 2.88771 3.44234  0.03
H 1.81165 2.55423 1.83516  0.03
H -0.45616 2.84462 0.57436  0.03
H -0.91116 0.78192 4.04168  0.10
H -1.35285 0.23913 2.25450  0.10
H -3.07522 0.92151 4.24799  0.12
H -4.01386 2.45274 3.81013  0.12
H -5.09706 1.40826 1.86104  0.13
H -3.59433 0.37236 1.46106  0.12
H -4.95479 -2.40348 2.96317  0.12
H -4.56911 -1.55892 1.34407  0.11
H -6.93172 -0.67897 1.14113  0.07
H -7.27205 -0.87452 3.00035  0.09
H -7.30098 -2.37899 1.91399  0.07
H 0.48926 -1.16422 2.00894  0.14
H 2.20301 0.22869 -1.83835  0.06
H -0.54076 -0.77748 -0.76527  0.08
C 5.28201 2.10889 -2.16521  0.09
C 4.24761 2.90423 -2.44710  -0.21
C 4.44923 4.31514 -2.88285  -0.31
O 3.48248 5.00924 -3.15111  0.11
C 5.82555 4.81872 -2.96759  0.07
C 6.85913 4.02460 -2.68243  -0.22
C 6.65807 2.60579 -2.27332  -0.31
O 7.62784 1.90247 -2.03760  0.11
O 8.14522 4.48220 -2.75498  0.08
O 2.96263 2.45419 -2.34772  0.09
H 5.14899 1.08188 -1.84980  0.13
H 5.95779 5.84965 -3.26789  0.13
H 8.70588 3.72075 -2.50380  0.11
H 2.40000 3.21253 -2.60399  0.12
C -2.43401 -3.55289 -2.81845  0.09
C -2.30935 -2.22729 -2.92579  -0.18
C -3.02438 -1.46435 -3.98863  -0.31
O -2.90373 -0.25173 -4.04744  0.11
C -3.85298 -2.21818 -4.93739  0.07
C -3.97415 -3.54278 -4.83140  -0.22
C -3.28115 -4.30206 -3.75224  -0.32
O -3.42960 -5.51189 -3.67452  0.10
O -4.74047 -4.25646 -5.71001  0.08
O -1.52011 -1.51855 -2.06274  0.00
H -1.92246 -4.11857 -2.05064  0.14
H -4.35241 -1.65510 -5.71466  0.13
H -4.66658 -5.18825 -5.42095  0.11
H -1.59901 -0.58515 -2.34840  0.13

Cartesian forces (eV/Å) of the 6 atoms listed first:
0.61 2.32 1.61
0.21 -2.04 -1.81
0.76 -0.84 1.05
0.09 -1.32 2.08
0.61 -2.17 -2.93
-0.62 3.85 1.51

=====

The following is a quantum chemistry calculation of a structure of composition C36H32FP2Pm at a distorted geometry, from the Open Molecules 2025 dataset.

The value obtained for the orbital gap (alpha / beta) is 6.151 / 6.224 eV. As for the charge: +2. The LUMO energy (alpha / beta) is -7.50 / -7.42 eV. As for the spin multiplicity: 5.

Last column: Löwdin charge in e.
Positions of all 72 atoms, in Å:
C 0.41397 -1.62141 -4.09456  -0.13
C -0.64235 -1.74358 -3.15394  -0.40
C -1.99754 -1.75492 -3.56958  -0.08
C -2.25972 -1.62929 -4.94490  -0.07
C -1.21678 -1.40508 -5.87336  -0.06
C 0.12215 -1.40888 -5.44786  -0.06
P -0.28907 -1.67652 -1.35150  0.98
C -1.38066 -2.96500 -0.67309  -0.37
C -2.40359 -2.62545 0.22616  -0.11
C -3.40399 -3.53923 0.53350  -0.07
C -3.37327 -4.83771 0.01462  -0.05
C -2.26393 -5.21012 -0.75623  -0.05
C -1.25632 -4.29327 -1.09410  -0.06
Pm -0.26473 1.10243 -0.15952  1.60
P 0.26703 2.55302 -2.65116  1.02
C -1.25528 2.65964 -3.61893  -0.34
C -1.22817 3.16706 -4.93305  -0.07
C -2.31415 2.95165 -5.77889  -0.04
C -3.46241 2.26800 -5.30959  -0.02
C -3.50363 1.79341 -3.98335  -0.07
C -2.39859 1.90695 -3.15634  -0.11
C 0.07506 3.48892 -1.12083  -0.40
C 1.15061 3.29338 -0.20436  -0.15
C 0.81082 3.06151 1.14566  -0.11
C -0.55448 2.88512 1.57240  -0.17
C -1.61985 3.11790 0.66017  -0.14
C -1.26289 3.57144 -0.64178  -0.14
C 2.03492 2.78584 -3.12049  -0.35
C 3.08186 1.83394 -2.90119  -0.08
C 4.32731 2.05446 -3.50164  -0.05
C 4.57625 3.22564 -4.23579  -0.02
C 3.54254 4.17017 -4.39179  -0.04
C 2.28551 3.98433 -3.79513  -0.09
C 1.35853 -2.50044 -1.21719  -0.35
C 1.79485 -3.45737 -2.15479  -0.11
C 3.04399 -4.07010 -1.97885  -0.05
C 3.84067 -3.76186 -0.87203  -0.05
C 3.39664 -2.81062 0.05311  -0.06
C 2.17094 -2.18165 -0.11212  -0.10
H 2.18621 3.27190 -0.60921  0.14
H 1.68126 2.99871 1.79915  0.14
H -0.80625 2.52020 2.59549  0.15
H -2.68818 2.82872 0.96190  0.17
H -1.98571 3.92054 -1.37294  0.12
H -0.32254 3.71589 -5.24587  0.11
H -2.24752 3.32990 -6.80617  0.13
H -4.21542 1.94533 -6.04514  0.13
H -4.42131 1.29673 -3.64674  0.13
H -2.50696 1.43200 -2.15926  0.10
H 2.89050 0.90656 -2.33349  0.10
H 5.12315 1.30526 -3.40609  0.13
H 5.55247 3.38833 -4.71198  0.13
H 3.69930 5.05481 -5.00508  0.12
H 1.47657 4.72747 -3.86828  0.12
H 1.20139 -3.72293 -3.04493  0.11
H 3.37932 -4.79159 -2.72375  0.12
H 4.79407 -4.27264 -0.72958  0.12
H 3.99633 -2.56078 0.92468  0.11
H 1.81363 -1.43068 0.60352  0.06
H -2.37980 -1.63586 0.67399  0.08
H -4.21701 -3.22047 1.17569  0.11
H -4.19078 -5.53749 0.22329  0.12
H -2.18586 -6.24083 -1.09726  0.12
H -0.39346 -4.63866 -1.67123  0.10
H -2.83236 -1.90490 -2.85901  0.12
H -3.28920 -1.65574 -5.30792  0.11
H -1.42714 -1.17511 -6.93279  0.12
H 0.93137 -1.16774 -6.14142  0.11
H 1.43732 -1.49845 -3.72072  0.10
H 0.91187 0.64901 -2.64671  0.05
H 0.18952 0.13682 -2.33765  -0.03
F 0.57728 -0.19712 1.33499  -0.53

Cartesian forces (eV/Å) of the 6 atoms listed first:
-0.87 0.88 0.14
-0.32 -0.11 -0.37
0.70 -0.25 -0.65
0.37 0.30 -0.22
0.01 0.04 0.29
-0.39 0.10 0.42

=====

The following is a quantum chemistry calculation of an isolated molecule of C3H2N2O2S at a distorted geometry, from the Open Molecules 2025 dataset.

The value obtained for the orbital gap is 8.563 eV. The value obtained for the energy relative to the best compared isomer or geometry (same formula, charge and spin) is 46.2 kcal per mole. As for the charge: 0. The LUMO energy is -0.28 eV. Its SMILES is Oc1ncoc(=S)n1.

Last column: Löwdin charge in e.
Positions of all 10 atoms, in Å:
C 0.68327 -0.78013 0.01403  -0.49
C 0.12367 1.40998 -0.02688  -0.15
C -1.53170 -0.34283 -0.06573  -0.80
H 2.48157 -0.93615 0.15213  0.19
H 0.35301 2.44966 0.01924  0.14
N 1.09186 0.55413 0.09919  0.15
N -0.54998 -1.28475 -0.02053  0.14
O 1.67489 -1.52964 -0.08631  0.17
O -1.16388 1.10126 -0.10596  -0.02
S -3.16270 -0.64154 0.02082  0.67

Cartesian forces (eV/Å) of the 6 atoms listed first:
-3.36 2.22 -0.16
0.05 -1.79 0.72
-1.59 -0.06 0.62
-1.62 -1.48 -0.81
-0.16 0.73 -0.17
-1.55 0.61 -0.22

=====

The following is a quantum chemistry calculation of an isolated molecule of C8H11NO3 at a distorted geometry, from the Open Molecules 2025 dataset.

The value obtained for the orbital gap is 8.560 eV. The value obtained for the energy relative to the best compared isomer or geometry (same formula, charge and spin) is 139.7 kcal per mole. As for the charge: 0. The LUMO energy is -0.25 eV. Its SMILES is CC1=C/N(O)OC(=O)[C@@H](C)/C=C\1.

Last column: Löwdin charge in e.
Positions of all 23 atoms, in Å:
C -0.19749 -1.11212 0.20387  -0.08
C 0.95154 -0.79968 -0.30385  -0.02
C -1.23805 0.56914 1.78544  -0.05
C -1.28793 -0.34173 0.79357  -0.27
C 1.51960 0.60768 -0.51548  -0.29
C 2.05306 1.16008 0.75910  -0.56
C -2.56319 -0.48443 -0.00929  -0.05
C 2.61439 0.70897 -1.55559  -0.08
N -0.03565 0.68516 2.51138  -0.03
O 1.21798 1.47126 1.73466  0.03
O -0.31700 1.51550 3.55080  0.01
O 3.22368 1.29718 0.89854  0.13
H -0.68022 -2.11704 0.27038  0.14
H 1.55701 -1.54166 -0.84493  0.13
H -2.07486 0.99500 2.28397  0.12
H 0.78406 1.37102 -0.89936  0.17
H -2.66418 0.43836 -0.63858  0.10
H -3.38806 -0.64189 0.86520  0.14
H -2.54564 -1.30061 -0.68896  0.05
H 3.50453 -0.00091 -1.34881  0.12
H 2.85047 1.76624 -1.49764  0.09
H 2.22629 0.50184 -2.51724  0.06
H 0.52629 1.81934 3.93430  0.13

Cartesian forces (eV/Å) of the 6 atoms listed first:
-2.61 -1.63 1.83
1.89 0.97 -2.01
1.23 -1.39 -0.55
-0.12 2.08 -0.85
-1.25 0.22 -0.68
-1.12 -1.47 0.19

=====

The following is a quantum chemistry calculation of an isolated molecule of C15H15NO3 at a distorted geometry, from the Open Molecules 2025 dataset.

The value obtained for the orbital gap is 9.546 eV. The value obtained for the energy relative to the best compared isomer or geometry (same formula, charge and spin) is 82.9 kcal per mole. As for the charge: 0. The LUMO energy is -0.10 eV. Its SMILES is C#CCCCN1C(=O)c2cccc(OCC)c2C1=O.

Last column: Löwdin charge in e.
Positions of all 34 atoms, in Å:
C 3.53733 -2.43059 1.26289  0.11
C 3.84748 -1.57857 0.48361  -0.16
C 4.08393 -0.58348 -0.54532  -0.21
C 3.63163 0.82282 -0.13265  -0.16
C 2.23945 0.90387 0.49440  -0.13
N 1.24373 1.43091 -0.47662  0.03
C 1.04615 0.43926 -1.51052  -0.35
O 1.62478 0.38047 -2.55380  0.16
C -0.08647 -0.43355 -1.03938  -0.08
C -0.45729 -1.70858 -1.40923  0.01
C -1.56461 -2.25081 -0.77798  -0.05
C -2.27802 -1.52914 0.15577  0.01
C -1.91435 -0.23926 0.51148  -0.22
O -2.62671 0.45902 1.44389  -0.04
C -3.42412 1.51533 0.89944  -0.24
C -4.82704 1.03896 0.58658  -0.06
C -0.78070 0.28789 -0.09475  -0.01
C -0.06531 1.60950 0.07479  -0.33
O -0.52888 2.62423 0.50317  0.16
H 3.14445 -3.08245 1.99908  0.02
H 5.16210 -0.54421 -0.70503  0.12
H 3.65972 -0.90562 -1.49093  0.11
H 3.63741 1.47891 -0.99662  0.12
H 4.37649 1.22172 0.54866  0.11
H 2.27913 1.60538 1.32180  0.13
H 1.90382 -0.04886 0.91100  0.12
H 0.11044 -2.25628 -2.14611  0.12
H -1.88859 -3.25254 -1.00903  0.11
H -3.14810 -1.98099 0.60792  0.13
H -2.99078 1.91097 -0.01601  0.12
H -3.43214 2.32455 1.62111  0.12
H -4.76167 0.19201 -0.09469  0.07
H -5.36130 0.75948 1.48818  0.08
H -5.39198 1.81965 0.08491  0.08

Cartesian forces (eV/Å) of the 6 atoms listed first:
-0.25 0.09 0.35
-0.32 -0.23 -0.30
0.75 0.26 0.02
-0.15 -0.15 -0.09
0.24 0.74 0.21
0.25 0.24 -0.71

=====

The following is a quantum chemistry calculation of a structure of composition C4H5IrO2 at a distorted geometry, from the Open Molecules 2025 dataset.

The value obtained for the orbital gap (alpha / beta) is 6.115 / 6.450 eV. The value obtained for the energy relative to the best compared isomer or geometry (same formula, charge and spin) is 0.0 kcal per mole. As for the charge: +2. The LUMO energy (alpha / beta) is -12.20 / -12.49 eV. As for the spin multiplicity: 5.

Last column: Löwdin charge in e.
Positions of all 12 atoms, in Å:
H -0.17116 -3.83271 -0.06546  -0.14
O -0.70270 -0.93317 0.94859  -0.03
C 0.24584 1.08623 0.13797  -0.18
C -0.01022 2.47205 0.07581  0.53
C -0.57991 0.36310 0.99687  0.04
C 0.83909 0.46635 -1.07063  -0.09
O 0.75608 -0.73497 -1.35231  -0.17
Ir 0.10586 -2.28134 -0.49882  1.32
H -1.29387 -1.28870 1.63413  0.20
H 0.38414 2.73229 -0.98066  0.16
H -1.24166 0.90038 1.68121  0.20
H 1.66851 1.05050 -1.50671  0.18

Cartesian forces (eV/Å) of the 6 atoms listed first:
0.30 0.22 -0.23
-0.44 2.10 1.48
-2.28 1.08 0.32
2.12 -2.92 -3.23
-0.67 0.00 0.96
2.63 -0.73 0.31

=====

The following is a quantum chemistry calculation of an isolated molecule of C4H10ClN at a distorted geometry, from the Open Molecules 2025 dataset.

The value obtained for the orbital gap is 9.935 eV. The value obtained for the energy relative to the best compared isomer or geometry (same formula, charge and spin) is 35.4 kcal per mole. As for the charge: 0. The LUMO energy is 1.07 eV. Its SMILES is CNCCCCl.

Last column: Löwdin charge in e.
Positions of all 16 atoms, in Å:
C -2.13844 -1.05188 -0.07805  -0.16
C -0.10975 -0.05027 0.51456  -0.32
C 0.99151 1.02550 0.30610  -0.26
C 2.08879 0.43510 -0.58294  -0.62
H -2.99600 -0.88652 -0.71675  0.08
H -2.37278 -0.97457 1.01595  0.09
H -1.58042 -1.97490 -0.38098  0.10
H -1.55178 0.90792 -0.48145  0.13
H 0.42050 -1.02565 0.36971  0.09
H -0.63140 0.27659 1.48283  0.13
H 0.47674 1.98722 -0.04042  0.13
H 1.37984 1.20960 1.31493  0.10
H 2.82372 1.19509 -1.02074  0.10
H 1.41886 -0.01934 -1.32475  0.06
N -1.17044 -0.08330 -0.44235  -0.20
Cl 2.95104 -0.97057 0.06434  0.56

Cartesian forces (eV/Å) of the 6 atoms listed first:
0.61 -0.65 -0.13
0.35 0.91 0.74
-0.64 0.05 1.00
-0.91 1.39 -1.67
-0.42 -0.41 0.13
-0.16 -0.55 -0.70

=====

Which formula does entry 1 have? C3H6NO3

=====

Which value of charge does entry 4 give? 0